This record from the OMol25 dataset describes a structure of composition C28H32AsCl6F38NaO4. The level of theory is wB97M-V/def2-TZVPD.

The geometry in XYZ format:
```
110
Properties=species:S:1:pos:R:3:forces:R:3
As 4.922911 10.335362 -22.138161 0.8 0.6 0.4
Cl 6.005731 4.321111 -17.128792 0.1 0.9 0.4
Cl 3.657208 18.071705 -18.837189 0.3 0.3 -0.4
Cl 8.165772 6.291299 -16.965950 -0.1 0.0 -0.2
Cl 3.201561 18.823122 -21.629007 0.2 0.5 0.2
Cl 5.939638 19.124015 -20.416232 -0.8 -0.1 -0.1
Cl 6.709630 5.630864 -14.635801 0.1 -0.6 2.2
Na 2.400069 7.150298 -25.417614 0.3 0.3 0.3
F 3.836917 10.985713 -20.851857 1.0 -0.8 -1.6
F 5.620770 11.988601 -22.401960 -0.7 -1.8 0.6
F 8.814554 2.878468 -26.073223 -0.5 0.4 -0.6
F -2.430425 9.735293 -14.829866 0.1 -0.8 -1.4
F 6.131588 9.907908 -20.860578 -1.5 0.4 -1.5
F 5.759645 6.705790 -28.211470 0.6 0.6 0.1
F -0.922021 11.986013 -15.620009 0.3 -1.1 0.4
F 7.397325 4.852661 -24.777285 0.4 0.1 0.0
F 14.359982 12.707734 -26.305345 0.0 -1.5 0.5
F 4.131695 8.674735 -22.006973 0.9 1.7 -0.3
F 7.017006 1.606661 -26.291072 0.0 1.4 0.7
F 8.334364 6.775738 -29.202045 1.2 0.7 0.6
F -0.706700 14.045894 -12.631945 -1.2 -1.5 -0.4
F 9.766163 15.992940 -26.702013 -0.2 0.7 -0.1
F 0.478158 10.287470 -15.490567 -0.4 -0.4 -0.5
F 2.760100 20.409680 -31.533167 -1.0 1.6 -1.0
F 0.047192 15.424214 -14.130190 -0.2 0.2 -2.5
F 3.264608 20.380443 -28.574323 -0.8 0.0 0.2
F 8.007229 5.023703 -30.446166 -0.8 0.6 0.4
F 0.889288 17.001264 -28.149831 0.4 -0.8 -0.3
F 3.748706 10.709742 -23.434957 0.5 -0.5 0.9
F 12.329943 15.519370 -25.562804 0.7 -1.3 0.5
F -1.095208 9.378728 -13.151695 0.7 -0.2 -0.5
F 4.119054 18.802608 -31.560838 1.3 -1.0 -0.5
F 4.655512 21.317068 -29.904726 0.0 1.7 -1.3
F 1.311677 14.170979 -28.512868 -1.4 -1.0 -0.4
F 8.082418 14.579796 -26.707343 -0.8 0.2 0.3
F 5.370867 5.043945 -29.450587 0.4 -0.9 0.2
F 1.964019 13.386904 -11.903169 -0.6 0.2 0.2
F 2.675439 14.648424 -13.480433 -0.3 -0.4 -0.7
F 5.753704 3.494095 -24.584236 -1.3 0.2 0.3
F 9.082176 13.366698 -28.885236 -0.6 -1.1 0.0
F 8.867400 15.426431 -29.357956 -0.3 1.3 0.0
F 12.450038 13.592382 -24.413853 -0.1 0.6 -0.6
F 0.539077 16.188123 -30.114697 0.0 0.2 -0.5
F 6.085176 9.747655 -23.395016 -1.3 0.1 1.2
F 3.032063 14.570954 -29.808659 -0.3 -0.1 -1.3
F 14.895128 14.636918 -25.488351 0.6 0.4 1.7
O 0.369046 11.691506 -13.744965 -0.7 0.1 -0.7
O 11.598100 13.635262 -26.560288 1.0 0.5 1.0
O 6.139241 4.351374 -26.634902 0.9 -0.4 1.4
O 2.516047 17.343894 -29.679075 -0.4 -1.4 0.4
C 6.389688 5.648341 -28.784639 -0.2 -1.1 1.4
C 2.124829 18.602887 -30.269053 -1.0 -1.1 0.2
C 10.169890 13.747527 -26.216595 1.0 -0.2 0.1
C 12.585577 14.155518 -25.641538 -3.4 0.2 -0.3
C 7.584849 2.599550 -25.524114 2.1 -1.0 -0.4
C 9.358104 14.758245 -27.052965 1.0 -0.3 0.0
C 1.505576 16.430910 -29.228458 2.0 1.3 -0.3
C 7.111715 4.815907 -27.632071 -1.2 -0.5 0.2
C 1.641611 13.845612 -13.138530 -1.5 -1.2 -0.5
C 9.517481 14.602988 -28.562714 1.5 -1.6 0.4
C 9.592529 13.669203 -16.084389 -0.4 -1.1 0.9
C 4.062257 20.171241 -29.639242 1.8 -1.6 1.5
C 7.395290 6.092631 -29.838782 -0.1 0.0 -0.3
C 10.459826 14.203088 -17.219353 0.3 -0.4 0.8
C 10.235258 12.818573 -14.924444 0.0 0.6 -0.4
C 9.270854 12.054240 -14.011193 -0.5 0.1 0.3
C 6.733886 3.875373 -25.376391 -0.7 -0.1 -3.0
C 0.342943 14.734891 -13.070680 1.6 0.7 3.7
C 2.225337 15.052958 -28.868562 1.0 2.0 2.0
C -0.372478 11.028377 -14.796436 1.6 2.4 1.7
C 3.316704 19.485050 -30.776157 -1.9 -0.6 1.6
C 4.389220 18.237611 -20.455259 0.0 -0.8 -0.1
C 1.468562 12.583382 -14.066120 0.8 0.0 -1.1
C -1.509535 10.295316 -14.049207 -1.0 1.0 1.4
C 11.315039 11.481209 -12.460940 0.2 0.0 0.6
C 13.983968 13.960685 -26.166787 0.0 1.5 -2.9
C 6.588554 5.830040 -16.297790 0.0 0.2 -1.7
C 10.004520 11.030735 -13.115223 0.2 -0.3 0.0
H 8.489299 11.573843 -14.599827 0.3 -0.6 -0.4
H 7.902227 2.193302 -24.563733 -0.9 -0.1 0.3
H 9.736453 12.756536 -26.351375 0.1 0.1 0.0
H 6.924135 6.769580 -30.551426 -0.1 -0.4 -0.4
H 9.074494 14.485947 -15.581723 -0.1 0.2 -0.1
H 9.371861 10.638590 -12.318940 -0.4 0.3 0.0
H 5.917855 6.680550 -16.419822 -0.1 -0.5 -0.7
H 9.837571 14.621797 -18.010285 0.1 0.1 0.1
H -2.089068 11.027952 -13.487523 0.5 0.6 0.1
H 14.021374 14.431281 -27.149254 -0.4 -0.1 -0.4
H 8.605803 12.678462 -13.414427 0.5 0.7 0.4
H 8.822670 13.032494 -16.520297 -0.2 0.0 -0.1
H 1.484222 18.323839 -31.105629 0.3 0.5 -0.5
H 7.830183 5.417468 -27.075274 0.1 0.3 -0.7
H 0.445056 15.460348 -12.263595 1.0 0.3 0.1
H 10.924626 12.051238 -15.276694 0.1 0.1 -0.6
H 2.403735 12.023534 -14.055053 0.1 -0.1 0.7
H 1.479725 12.916496 -15.103909 -0.7 0.3 -0.1
H 12.028168 11.931460 -13.151462 -0.1 0.0 0.1
H 10.850763 13.483266 -14.318269 0.1 0.1 0.1
H 4.588569 17.228645 -20.816307 0.3 0.2 0.4
H 10.058459 14.060929 -25.178592 -0.1 0.0 0.0
H 4.900593 19.557413 -29.309827 -0.3 -0.8 0.1
H 10.213058 10.137204 -13.703646 0.2 0.0 -0.3
H 1.487369 19.126189 -29.556385 0.3 0.4 0.0
H 11.055606 13.393863 -17.641632 0.0 0.0 -0.1
H 11.180509 12.120511 -11.588430 -0.4 0.8 -0.4
H 11.834960 10.680293 -11.935276 0.0 -0.6 -0.5
H 7.591799 3.938504 -28.065430 0.1 0.2 -0.2
H 11.144015 14.953533 -16.823367 0.1 0.1 -0.3
H 2.863263 15.156368 -27.990807 0.0 0.7 0.1
H 10.591124 14.544796 -28.741605 0.2 0.8 -0.4
```
Positions in Å, forces in eV/Å.

Values from the calculation:
multiplicity: 1
max |F|: 4.079 eV/Å
HOMO: -10.52 eV

This record from the OMol25 dataset describes a structure of composition C28H32BN8ORuS4. The level of theory is wB97M-V/def2-TZVPD.

The geometry in XYZ format:
```
75
Properties=species:S:1:pos:R:3:forces:R:3
Ru 0.203085 -0.206072 -0.443833 -0.2 0.9 -0.2
S 1.179385 -0.591296 -2.476043 0.2 -0.1 -0.1
S 0.706032 3.084101 0.206530 0.0 -0.1 -0.1
S -1.436815 -1.696874 -0.945151 -0.1 -0.4 0.0
S -2.000493 1.151409 0.030619 0.1 -0.1 -0.1
O 1.061551 1.708460 -0.460489 0.0 0.0 0.2
N -0.642155 0.607805 -4.143523 -0.1 0.0 0.0
N 2.133169 -0.777999 0.692372 0.1 -0.3 0.0
N -3.589184 0.654709 2.063903 0.0 0.0 0.0
N -0.178139 -3.590610 -2.525587 0.0 -0.1 0.1
N -1.495584 -0.235084 2.254093 0.0 0.0 0.0
N -0.219533 -0.433423 1.798383 0.1 -0.1 0.2
N -0.230273 -4.109483 -0.400187 0.0 0.0 0.0
N -0.771762 -1.576121 -4.112900 0.0 0.1 0.0
C -0.583679 -4.123371 1.012175 0.0 0.0 0.0
C 4.274020 3.026458 2.110610 0.0 0.0 0.0
C 1.842813 4.419546 -1.919676 0.0 0.0 0.0
C 0.444332 -4.800278 -2.363924 0.0 0.0 0.0
C -0.529644 5.820210 -2.415281 0.0 0.0 0.0
C -1.728341 -1.107713 -4.971993 0.0 0.0 0.0
C 0.514687 -1.146390 4.061969 0.0 0.0 0.0
C 0.709540 4.228409 -1.132128 0.0 0.0 0.0
C 0.589240 6.014257 -3.211753 0.0 0.0 0.0
C 3.099086 -1.544814 2.732220 -0.1 0.0 -0.1
C -0.125465 -0.519347 -3.619018 0.0 -0.1 0.0
C -2.390088 0.481989 1.534546 0.0 0.0 0.1
C -0.580242 -3.183874 -1.323403 0.0 0.2 0.0
C -0.158741 1.968514 -3.929545 0.0 0.0 0.0
C 4.336611 -1.669649 2.107868 0.0 0.0 0.0
C 2.231332 4.842651 1.570422 0.0 0.0 0.0
C 1.771511 5.314795 -2.969557 0.0 0.0 0.0
C -0.477116 4.913410 -1.364794 0.0 0.0 0.0
C 3.326986 5.231227 2.322683 0.0 0.0 0.0
C 2.017688 -1.092847 1.994177 0.2 0.1 0.1
C -1.648253 0.250531 -5.000709 0.0 0.0 0.0
C 2.179875 3.536646 1.094083 0.0 0.1 0.0
C 0.405990 -5.133329 -1.047671 0.0 0.0 0.0
C 3.179889 2.618416 1.359142 0.0 -0.1 -0.1
C 0.685426 -0.871283 2.603063 -0.1 0.1 0.0
C 3.320546 -0.886578 0.101422 0.0 0.0 0.0
C 4.452760 -1.326074 0.774279 0.0 0.0 0.0
C 4.347116 4.325363 2.591098 0.0 0.0 0.0
B -0.428004 -3.102665 -4.019212 0.0 0.1 0.1
H 3.386190 6.245108 2.693456 0.0 0.0 0.0
H -1.339178 4.751841 -0.728901 0.0 0.0 0.0
H 2.637884 5.489514 -3.592853 0.0 0.0 0.0
H 3.119057 1.615763 0.962322 0.0 0.0 0.0
H 0.185483 -4.664282 1.557548 0.0 0.0 0.0
H 1.441849 5.551423 1.351259 0.0 0.0 0.0
H -3.845364 0.315753 2.979984 0.0 0.0 0.0
H -0.476582 -0.951211 4.459017 0.0 0.0 0.0
H 5.204608 4.639655 3.170047 0.0 0.0 0.0
H -1.543848 -4.616810 1.154676 0.0 0.0 0.0
H -0.959629 2.659384 -4.176825 0.0 0.0 0.0
H 0.700648 2.161087 -4.569306 0.0 0.0 0.0
H -1.739907 -0.578678 3.171950 0.0 0.0 0.0
H 5.394720 -1.394572 0.248585 0.0 0.0 0.0
H -1.378816 -3.696037 -4.429850 0.0 0.0 -0.1
H 0.758301 -6.007581 -0.528176 0.0 0.0 0.0
H 1.211431 -0.525220 4.627676 0.0 0.0 0.0
H -1.436293 6.379042 -2.601835 0.0 0.0 0.0
H 0.550180 6.727231 -4.024665 0.0 0.0 0.0
H 0.130611 2.096477 -2.889151 0.0 0.0 0.0
H 0.851346 -5.331703 -3.206350 0.0 0.0 0.0
H 5.191937 -2.025325 2.666575 0.0 0.0 0.0
H 0.593656 -3.307703 -4.604311 0.0 0.0 0.0
H 5.077420 2.330303 2.311427 0.0 0.0 0.0
H 2.997648 -1.793506 3.777996 0.0 0.0 0.0
H -0.646569 -3.101279 1.377105 0.0 0.0 0.0
H -2.376677 -1.780495 -5.504953 0.0 0.0 0.0
H 2.760607 3.887321 -1.701495 0.0 0.0 0.0
H -2.202050 0.982398 -5.562126 0.0 0.0 0.0
H 0.756967 -2.188811 4.275387 0.0 0.0 0.0
H 3.374605 -0.604541 -0.943020 0.0 0.0 0.0
H -4.293303 1.158666 1.545763 0.0 0.0 0.0
```
Positions in Å, forces in eV/Å.

Values from the calculation:
multiplicity: 5
max |F|: 0.904 eV/Å
net charge: +3
energy relative to the best compared isomer or geometry (same formula, charge and spin): 8.6 kJ/mol
HOMO (spin up / spin down): -16.24 / -16.40 eV

This record from the OMol25 dataset describes a structure of composition C28H32BrFeN4O3Si2. The level of theory is wB97M-V/def2-TZVPD.

The geometry in XYZ format:
```
71
Properties=species:S:1:pos:R:3:forces:R:3
Br -4.449939 4.897406 3.244971 0.0 0.0 0.0
Fe 0.128376 -0.270907 0.536022 -0.5 0.2 0.4
Si 0.056391 -0.112634 -1.866244 0.2 0.0 -0.3
Si 2.407432 -0.025154 -0.057953 0.0 -0.2 -0.5
O -1.112781 -0.120612 3.203829 0.2 0.1 0.4
O -0.458527 1.890669 0.654638 0.1 0.2 0.0
O 0.111490 3.885361 1.441166 0.1 0.0 -0.1
N -0.347834 -2.588679 0.341373 0.2 0.1 0.0
N -2.138709 -0.647373 0.720731 0.1 0.2 0.0
N 1.325318 0.558378 2.136702 -0.3 -0.2 0.4
N 1.209963 1.977073 2.149546 0.0 0.0 0.0
C 4.122203 -0.365393 -2.456714 -0.1 0.0 0.0
C -3.813460 -1.896218 -0.596978 0.0 -0.1 0.0
C 0.290510 -4.762808 -0.423383 0.0 0.1 0.1
C 2.838441 -0.252045 -1.903363 0.2 0.0 -0.1
C -3.225485 -4.095447 -1.439679 0.1 0.0 0.0
C -0.947650 -4.959216 -0.972464 0.0 0.0 -0.1
C 4.306790 -0.362102 -3.829388 0.0 0.0 0.0
C -4.122951 -3.068289 -1.298918 0.0 0.1 0.0
C -2.547356 -1.701893 -0.026357 0.0 -0.1 0.1
C -1.797574 1.056586 3.176857 0.1 -0.1 -0.1
C -3.034887 0.255751 1.145732 0.1 0.0 0.0
C -0.847905 -1.452952 -2.850960 -0.1 -0.1 0.0
C 1.734837 -0.136995 -2.751297 0.1 0.0 -0.1
C -2.314760 3.225582 4.122392 0.0 0.0 0.0
C 3.315182 -1.405955 0.889524 0.1 0.0 0.1
C 0.276736 2.542673 1.385526 -0.1 -0.1 0.1
C -1.583153 -2.772654 -0.182056 -0.1 0.1 0.0
C 3.435291 1.557803 0.219708 -0.2 0.2 0.2
C -1.548898 2.059591 4.094786 -0.1 0.0 0.1
C 3.206450 -0.223511 -4.675174 0.0 0.0 0.0
C 0.982845 4.652496 2.252344 0.0 0.0 0.1
C -3.611163 2.355149 2.276535 0.0 0.0 0.0
C -0.821347 1.482971 -2.346272 -0.1 0.1 0.0
C 1.933635 -0.114770 -4.138977 0.0 0.0 0.1
C -2.806100 1.201131 2.193229 0.0 0.1 -0.1
C 0.547003 -3.547441 0.225681 0.0 -0.1 0.0
C -1.933263 -3.960773 -0.868086 -0.1 0.0 0.0
C -3.355820 3.332502 3.213389 0.0 0.0 0.0
H 2.030203 4.489918 1.981697 0.0 0.0 0.0
H 3.349258 -0.204197 -5.749977 0.0 0.0 0.0
H 1.801089 2.516691 2.753464 0.0 0.0 0.1
H -1.835919 1.502506 -1.938650 0.0 0.0 0.0
H -0.757666 1.914536 4.823549 0.0 0.0 0.0
H -4.567113 -1.128691 -0.509018 0.0 0.0 0.0
H -0.876429 1.554153 -3.438009 0.0 0.0 0.0
H 2.254884 0.357364 2.482228 0.0 0.0 -0.2
H -1.180236 -5.872936 -1.508890 0.0 0.0 0.0
H 0.730969 5.693273 2.071024 0.0 0.0 0.0
H 3.408599 -2.284176 0.246732 0.0 0.0 0.0
H -0.151406 0.052586 3.320430 -0.1 0.0 -0.3
H 1.520188 -3.353672 0.658950 0.0 0.0 0.0
H -5.107887 -3.162670 -1.743372 0.0 0.0 0.0
H -4.401982 2.492695 1.549675 0.0 0.0 0.0
H -2.122086 4.004992 4.845640 0.0 0.0 0.0
H 4.990854 -0.458426 -1.808750 0.0 0.0 0.0
H -3.476464 -4.996463 -1.985413 0.0 0.0 0.0
H 4.324471 -1.099077 1.185599 0.0 0.0 0.0
H 2.891644 2.449117 -0.106932 0.0 0.0 0.0
H 5.303092 -0.456486 -4.247596 0.0 0.0 0.0
H 0.829488 4.434093 3.313590 0.0 0.0 0.0
H -0.299851 2.357542 -1.954797 0.0 0.0 0.0
H 2.776188 -1.704922 1.793748 0.0 0.0 0.0
H 1.067542 -5.512999 -0.488381 0.0 0.0 0.0
H -0.392964 -2.435711 -2.701160 0.0 0.0 0.0
H -4.024407 0.306212 0.697120 0.0 0.0 0.0
H 1.085129 -0.016956 -4.810092 0.0 0.0 0.0
H 4.334480 1.487633 -0.395659 0.0 0.0 0.0
H -0.741228 -1.195392 -3.910249 0.0 0.0 0.0
H 3.741453 1.710286 1.259487 0.0 0.0 0.0
H -1.913205 -1.528124 -2.626402 0.0 0.0 0.0
```
Positions in Å, forces in eV/Å.

Values from the calculation:
multiplicity: 5
max |F|: 0.632 eV/Å
net charge: -1
energy relative to the best compared isomer or geometry (same formula, charge and spin): 125.2 kJ/mol
HOMO (spin up / spin down): -2.33 / -4.21 eV